DFT (wB97M-V/def2-TZVPD) results for a cluster of 2 separate species, C2HN2O2S in total at a distorted geometry.

Values from the calculation:
E_LUMO ... 0.13506 Eh
HOMO level ... -0.0833 hartree
Frontier orbital gap ... 5.942 eV
Net charge ... -1
Energy relative to the best compared isomer or geometry (same formula, charge and spin) ... 1.011 eV
2S+1 ... 1
Energy ... -19997.490 eV

Positions of all 8 atoms, in Å:
C  0.798  0.702  0.411
C  1.216  -0.535  0.071
N  -1.013  -0.943  -1.024
N  -1.655  -0.204  -0.498
O  -2.383  0.490  0.049
O  0.122  1.540  -0.260
S  2.224  -1.714  -0.332
H  0.691  0.665  1.583

***

DFT (wB97M-V/def2-TZVPD) results for a cluster of 3 separate species, C30H56NO3P in total at a distorted geometry.

Values from the calculation:
E_LUMO ... 0.02066 Eh
HOMO level ... -0.3013 hartree
Frontier orbital gap ... 8.760 eV
Net charge ... 0
2S+1 ... 1
Energy ... -48938.603 eV
Structure (SMILES) ... CCOCCCCCP(CC=O)CCC(=O)Nc1ccccc1.CCCCCC.CCCCCC

Positions of all 91 atoms, in Å:
C  2.707  -0.676  3.452
C  1.399  -0.964  4.217
O  0.806  -2.198  3.891
C  0.434  -2.225  2.495
C  -0.809  -3.092  2.381
C  -1.513  -3.057  0.991
C  -1.812  -1.643  0.417
C  -1.858  -1.723  -1.150
P  -0.303  -1.140  -2.011
C  -0.506  0.675  -2.462
C  0.851  1.351  -2.423
O  1.573  1.322  -3.400
C  1.072  -1.298  -0.763
C  2.459  -1.453  -1.440
C  2.821  -2.935  -1.550
O  2.706  -3.706  -0.618
N  3.280  -3.356  -2.848
C  4.731  -3.454  -2.935
C  5.338  -2.829  -4.000
C  6.700  -2.920  -4.156
C  7.437  -3.630  -3.241
C  6.839  -4.225  -2.163
C  5.474  -4.140  -2.005
H  3.294  0.033  4.049
H  3.318  -1.562  3.266
H  2.522  -0.154  2.504
H  0.707  -0.122  4.037
H  1.631  -0.924  5.286
H  1.291  -2.667  1.971
H  0.285  -1.181  2.196
H  -1.530  -2.921  3.186
H  -0.466  -4.127  2.518
H  -2.490  -3.539  1.127
H  -0.984  -3.637  0.228
H  -1.138  -0.858  0.764
H  -2.828  -1.356  0.718
H  -2.026  -2.745  -1.489
H  -2.651  -1.038  -1.474
H  -0.841  0.692  -3.502
H  -1.271  1.163  -1.844
H  1.170  1.891  -1.506
H  1.098  -0.473  -0.042
H  0.861  -2.224  -0.222
H  3.244  -0.915  -0.900
H  2.389  -1.061  -2.458
H  2.894  -4.267  -3.080
H  4.715  -2.284  -4.701
H  7.155  -2.430  -5.011
H  8.510  -3.717  -3.388
H  7.427  -4.778  -1.438
H  4.977  -4.614  -1.165
C  1.880  4.392  -4.340
C  1.314  5.199  -3.176
C  -0.099  5.723  -3.435
C  -0.218  6.697  -4.608
C  0.662  7.942  -4.504
C  0.325  8.818  -3.301
H  1.964  4.996  -5.246
H  2.878  4.024  -4.099
H  1.248  3.532  -4.559
H  1.990  6.024  -2.936
H  1.288  4.559  -2.288
H  -0.471  6.200  -2.523
H  -0.765  4.873  -3.620
H  -1.265  7.009  -4.695
H  0.014  6.176  -5.541
H  0.536  8.533  -5.415
H  1.718  7.659  -4.468
H  -0.713  9.155  -3.345
H  0.963  9.704  -3.284
H  0.474  8.288  -2.360
C  -5.412  -3.007  2.871
C  -4.550  -1.899  3.466
C  -4.189  -2.143  4.931
C  -5.382  -2.194  5.888
C  -6.259  -0.943  5.890
C  -5.517  0.312  6.342
H  -6.369  -3.097  3.388
H  -5.628  -2.802  1.820
H  -4.901  -3.971  2.928
H  -5.056  -0.936  3.352
H  -3.622  -1.835  2.890
H  -3.492  -1.365  5.257
H  -3.640  -3.087  5.010
H  -5.005  -2.366  6.902
H  -6.003  -3.062  5.652
H  -7.103  -1.113  6.564
H  -6.690  -0.778  4.899
H  -5.123  0.186  7.352
H  -6.190  1.171  6.349
H  -4.686  0.551  5.677

***

DFT (wB97M-V/def2-TZVPD) results for the molecule C4H7NO.

Values from the calculation:
E_LUMO ... 0.02004 Eh
HOMO level ... -0.3664 hartree
Frontier orbital gap ... 10.515 eV
Net charge ... 0
Energy relative to the best compared isomer or geometry (same formula, charge and spin) ... 2.579 eV
2S+1 ... 1
Energy ... -7797.065 eV
Structure (SMILES) ... CC[C@@H]1N=C1O

Positions of all 13 atoms, in Å:
C  -0.957  0.652  1.469
C  0.253  -0.113  0.922
C  0.397  0.248  -0.543
O  0.831  -1.548  -2.506
C  0.315  -0.644  -1.672
N  -0.804  -0.143  -1.445
H  -1.190  0.391  2.506
H  -0.781  1.733  1.419
H  -1.834  0.437  0.849
H  0.120  -1.193  1.056
H  1.166  0.170  1.463
H  0.788  1.259  -0.692
H  1.695  -1.249  -2.824

***

DFT (wB97M-V/def2-TZVPD) results for a structure of composition C18H19F2I2N2O.

Values from the calculation:
E_LUMO ... 0.09390 Eh
HOMO level ... -0.1243 hartree
Frontier orbital gap ... 5.938 eV
Net charge ... -1
2S+1 ... 1
Energy ... -45637.402 eV

Positions of all 44 atoms, in Å:
C  -0.675  3.147  0.127
C  -0.565  1.935  -0.746
O  0.472  1.341  -0.901
N  -1.811  1.560  -1.325
C  -1.974  2.029  -2.692
N  -2.031  0.141  -1.228
C  -2.488  -0.190  -0.048
I  -4.398  0.919  0.546
C  -1.968  -1.119  0.770
C  -0.657  -1.796  0.513
I  -2.936  -1.790  2.519
H  -1.250  2.859  1.006
H  -1.250  3.906  -0.401
H  0.309  3.500  0.405
H  -1.201  2.751  -2.957
H  -2.940  2.521  -2.817
H  -1.935  1.176  -3.367
H  -0.783  -2.878  0.469
H  0.054  -1.588  1.315
H  -0.257  -1.410  -0.419
F  -0.010  -4.770  2.162
C  -0.505  -6.011  2.050
C  0.301  -7.090  2.356
C  -0.229  -8.366  2.236
C  -1.539  -8.546  1.815
C  -2.326  -7.442  1.515
C  -1.813  -6.159  1.633
H  1.320  -6.923  2.677
H  0.387  -9.224  2.473
H  -1.946  -9.544  1.722
H  -3.347  -7.577  1.186
H  -2.406  -5.280  1.414
F  2.166  4.668  0.931
C  2.771  5.254  -0.119
C  3.563  6.363  0.094
C  4.179  6.954  -1.000
C  3.993  6.436  -2.274
C  3.190  5.317  -2.456
C  2.570  4.712  -1.373
H  3.688  6.750  1.096
H  4.806  7.823  -0.855
H  4.475  6.901  -3.124
H  3.044  4.909  -3.447
H  1.950  3.831  -1.484

***

DFT (wB97M-V/def2-TZVPD) results for a structure of composition C28H23IrN4O2PS at a distorted geometry.

Values from the calculation:
E_LUMO (alpha / beta) ... -0.17553 / -0.17461 Eh
HOMO level (alpha / beta) ... -0.3843 / -0.3842 hartree
Frontier orbital gap (alpha / beta) ... 5.680 / 5.703 eV
Net charge ... +1
2S+1 ... 1
Energy ... -62418.436 eV

Positions of all 60 atoms, in Å:
Ir  0.375  0.444  0.437
N  6.101  -5.216  -1.295
C  5.409  -4.075  -1.087
C  4.477  -3.618  -2.038
C  3.718  -2.496  -1.787
C  3.890  -1.807  -0.597
C  4.832  -2.209  0.338
C  5.587  -3.334  0.097
S  2.802  -0.480  -0.184
O  3.477  0.644  0.398
O  1.918  -0.205  -1.317
N  1.773  -1.132  0.917
C  1.746  -0.962  2.242
N  0.664  -0.233  2.634
C  0.458  -0.049  3.926
C  1.308  -0.599  4.871
C  2.385  -1.327  4.381
N  2.609  -1.500  3.092
H  6.008  -5.717  -2.161
H  6.798  -5.524  -0.641
H  4.366  -4.153  -2.968
H  2.998  -2.125  -2.501
H  4.955  -1.627  1.239
H  6.326  -3.652  0.816
H  -0.405  0.542  4.202
H  1.150  -0.461  5.925
H  3.104  -1.788  5.044
C  -1.784  -0.712  -4.153
C  -1.487  0.620  -3.909
C  -1.530  1.119  -2.620
C  -1.892  0.274  -1.573
C  -2.157  -1.075  -1.817
C  -2.109  -1.563  -3.107
P  -2.061  0.841  0.151
C  -3.865  0.998  0.414
C  -4.276  1.472  1.659
C  -5.618  1.689  1.901
C  -6.549  1.418  0.910
C  -6.142  0.907  -0.311
C  -4.801  0.679  -0.564
C  -1.423  2.556  0.167
C  -2.123  3.753  0.153
C  -1.400  4.937  0.166
C  -0.015  4.921  0.194
C  0.687  3.721  0.215
C  -0.011  2.527  0.226
H  -1.759  -1.093  -5.162
H  -1.228  1.275  -4.729
H  -1.294  2.155  -2.426
H  -2.408  -1.722  -0.986
H  -2.326  -2.604  -3.296
H  -3.534  1.673  2.421
H  -5.940  2.077  2.855
H  -7.594  1.606  1.091
H  -6.871  0.697  -1.077
H  -4.489  0.279  -1.518
H  -3.202  3.763  0.132
H  -1.923  5.882  0.163
H  0.532  5.850  0.202
H  1.766  3.736  0.246

***

DFT (wB97M-V/def2-TZVPD) results for the molecule C4H8O at a distorted geometry.

Values from the calculation:
E_LUMO ... 0.04142 Eh
HOMO level ... -0.3517 hartree
Frontier orbital gap ... 10.697 eV
Net charge ... 0
Energy relative to the best compared isomer or geometry (same formula, charge and spin) ... 1.396 eV
2S+1 ... 1
Energy ... -6323.772 eV
Structure (SMILES) ... CC1COC1

Positions of all 13 atoms, in Å:
C  1.809  -0.015  -0.254
C  0.480  0.008  0.521
C  -0.542  1.060  0.060
C  -0.544  -1.037  0.084
H  2.395  0.859  -0.017
H  1.595  0.033  -1.363
H  2.348  -0.892  -0.021
H  0.633  0.001  1.583
H  -0.281  1.726  -0.749
H  -0.956  1.640  0.950
H  -1.028  -1.575  0.927
H  -0.276  -1.795  -0.724
O  -1.455  -0.011  -0.381

***

DFT (wB97M-V/def2-TZVPD) results for the molecule C15H17N3O2.

Values from the calculation:
E_LUMO ... 0.02106 Eh
HOMO level ... -0.2860 hartree
Frontier orbital gap ... 8.356 eV
Net charge ... 0
Energy relative to the best compared isomer or geometry (same formula, charge and spin) ... 0.308 eV
2S+1 ... 1
Energy ... -24396.688 eV
Structure (SMILES) ... CCOc1ccc(NC(=O)NCc2cccnc2)cc1

Positions of all 37 atoms, in Å:
C  6.874  1.068  -2.207
C  5.811  0.542  -1.255
O  4.566  0.619  -1.917
C  3.445  0.202  -1.265
C  2.248  0.307  -1.975
C  1.051  -0.085  -1.419
C  1.019  -0.599  -0.124
C  2.210  -0.704  0.585
C  3.414  -0.309  0.027
H  4.314  -0.408  0.613
H  2.203  -1.100  1.592
N  -0.160  -1.015  0.506
C  -1.436  -1.039  0.000
O  -1.760  -0.662  -1.104
N  -2.338  -1.593  0.877
H  -2.071  -1.752  1.834
C  -3.751  -1.538  0.589
C  -4.463  -0.343  1.176
C  -4.049  0.274  2.351
N  -4.663  1.308  2.897
C  -5.734  1.791  2.295
C  -6.240  1.262  1.117
C  -5.591  0.179  0.551
H  -5.949  -0.260  -0.369
H  -7.116  1.689  0.652
H  -6.201  2.638  2.779
H  -3.177  -0.072  2.893
H  -3.841  -1.510  -0.501
H  -4.221  -2.458  0.957
H  -0.023  -1.378  1.438
H  0.134  0.001  -1.977
H  2.283  0.705  -2.977
H  5.790  1.149  -0.338
H  6.030  -0.500  -0.980
H  7.850  1.026  -1.732
H  6.652  2.096  -2.478
H  6.889  0.467  -3.112

***

DFT (wB97M-V/def2-TZVPD) results for a cluster of 2 separate species, C10H18N3 in total at a distorted geometry.

Values from the calculation:
E_LUMO ... -0.11103 Eh
HOMO level ... -0.4392 hartree
Frontier orbital gap ... 8.930 eV
Net charge ... +1
Energy relative to the best compared isomer or geometry (same formula, charge and spin) ... 2.160 eV
2S+1 ... 1
Energy ... -15125.365 eV

Positions of all 31 atoms, in Å:
C  -2.383  -1.017  1.703
C  -1.349  2.882  0.164
C  -0.842  2.508  1.381
C  -1.782  1.823  -0.665
C  -0.986  1.208  1.942
C  -1.964  0.574  -0.140
C  -1.739  0.298  1.242
H  -1.276  3.889  -0.207
H  -0.229  3.205  1.940
H  -2.151  2.029  -1.671
H  -0.517  1.077  2.914
H  -2.659  -0.148  -0.569
H  -2.731  -1.715  0.967
H  -3.217  -0.726  2.364
H  -1.641  -1.479  2.382
C  2.995  -0.607  -0.592
C  2.490  0.891  -0.756
C  0.942  -1.753  -1.059
N  2.201  -1.494  -1.373
N  0.408  -1.578  0.147
N  0.047  -2.163  -2.010
H  4.078  -0.785  -0.537
H  2.918  -0.641  0.513
H  2.341  1.328  0.234
H  1.505  1.073  -1.227
H  2.261  -1.371  -2.380
H  0.810  -1.952  0.994
H  -0.593  -1.512  0.261
H  0.304  -2.300  -2.976
H  -0.539  -2.921  -1.683
H  3.298  1.376  -1.304

***

DFT (wB97M-V/def2-TZVPD) results for a cluster of 10 separate species, H20O10 in total at a distorted geometry.

Values from the calculation:
E_LUMO ... -0.00401 Eh
HOMO level ... -0.3815 hartree
Frontier orbital gap ... 10.271 eV
Net charge ... 0
Energy relative to the best compared isomer or geometry (same formula, charge and spin) ... 4.774 eV
2S+1 ... 1
Energy ... -20797.839 eV
Structure (SMILES) ... O.O.O.O.O.O.O.O.O.O

Positions of all 30 atoms, in Å:
O  2.593  2.647  -1.151
H  2.217  2.200  -1.892
H  3.499  2.522  -1.079
O  1.759  -1.697  2.249
H  1.729  -2.205  1.465
H  2.373  -0.945  2.151
O  -2.225  -1.364  -1.840
H  -1.949  -1.842  -0.991
H  -3.053  -1.791  -2.195
O  1.860  -3.281  -0.005
H  1.490  -3.858  -0.595
H  1.144  -2.727  0.440
O  0.115  2.557  -2.174
H  0.281  3.439  -1.836
H  -0.416  2.082  -1.548
O  -0.474  -0.820  -4.338
H  -1.291  -1.070  -3.813
H  0.016  -0.262  -3.769
O  -2.030  1.750  2.588
H  -2.194  0.812  2.844
H  -1.972  2.181  3.436
O  -0.531  0.024  -0.675
H  -1.284  -0.205  -1.254
H  -1.123  0.242  0.048
O  0.519  2.317  1.907
H  -0.423  2.487  2.287
H  0.701  2.457  0.987
O  -0.705  -1.753  2.735
H  0.210  -1.913  2.332
H  -0.838  -1.984  3.687

***

DFT (wB97M-V/def2-TZVPD) results for a cluster of 2 separate species, C4H12S2Si in total at a distorted geometry.

Values from the calculation:
E_LUMO ... -0.02640 Eh
HOMO level ... -0.2896 hartree
Frontier orbital gap ... 7.163 eV
Net charge ... 0
Energy relative to the best compared isomer or geometry (same formula, charge and spin) ... 4.346 eV
2S+1 ... 1
Energy ... -33888.340 eV

Positions of all 19 atoms, in Å:
C  1.847  -1.953  0.174
C  -1.471  -0.239  0.072
C  -0.250  0.644  -0.194
C  -2.663  0.567  0.649
Si  1.244  -0.386  -0.700
S  -3.368  1.822  -0.471
S  3.407  1.721  0.300
H  1.662  -1.960  1.348
H  1.697  -2.848  -0.340
H  2.919  -1.765  0.160
H  -1.648  -0.806  -0.924
H  -1.068  -0.985  0.786
H  -0.404  1.294  -1.013
H  0.170  1.414  0.592
H  -2.303  0.987  1.555
H  -3.495  -0.104  0.788
H  1.937  -0.324  -2.052
H  -2.388  2.339  -1.150
H  4.177  0.582  0.422

***

DFT (wB97M-V/def2-TZVPD) results for the ion C10H11N4 with charge +1 at a distorted geometry.

Values from the calculation:
E_LUMO (alpha / beta) ... -0.21965 / -0.19476 Eh
HOMO level (alpha / beta) ... -0.4319 / -0.4897 hartree
Frontier orbital gap (alpha / beta) ... 5.777 / 8.026 eV
Net charge ... +1
Energy relative to the best compared isomer or geometry (same formula, charge and spin) ... 5.367 eV
2S+1 ... 1
Energy ... -16495.437 eV

Positions of all 25 atoms, in Å:
C  -3.011  -1.105  -0.590
C  -2.125  -2.237  -0.697
C  -2.563  0.013  -0.145
C  -0.786  -2.163  -0.434
C  -1.146  0.212  0.153
C  -0.253  -0.955  -0.020
C  2.908  0.442  1.037
C  3.029  0.126  -1.363
C  1.697  -0.412  -1.120
C  -1.163  2.459  0.852
N  -0.513  1.229  0.574
N  1.110  -0.687  -0.031
N  3.375  0.774  -0.113
N  1.806  -0.371  1.228
H  -4.066  -1.322  -0.750
H  -2.546  -3.099  -1.075
H  -3.199  0.863  -0.122
H  -0.259  -3.017  -0.610
H  3.326  0.934  1.899
H  3.910  -0.562  -1.724
H  2.913  0.991  -2.155
H  -1.234  2.561  1.981
H  -0.588  3.387  0.556
H  -2.176  2.739  0.606
H  1.556  -0.799  2.060

***

DFT (wB97M-V/def2-TZVPD) results for a structure of composition C3H3ClO at a distorted geometry.

Values from the calculation:
E_LUMO ... -0.02647 Eh
HOMO level ... -0.3719 hartree
Frontier orbital gap ... 9.400 eV
Net charge ... 0
Energy relative to the best compared isomer or geometry (same formula, charge and spin) ... 3.156 eV
2S+1 ... 1
Energy ... -17725.292 eV

Positions of all 8 atoms, in Å:
C  0.737  0.493  -0.320
C  0.549  0.918  -1.543
C  0.206  -0.132  0.849
O  1.477  0.633  0.845
Cl  2.164  2.178  -2.504
H  -0.009  0.624  -2.482
H  -0.471  0.292  1.616
H  0.390  -1.182  0.902